The following is a quantum chemistry calculation of a single C3H4O3 molecule, from OMol25.

Properties
* net charge: 0
* gap between HOMO and LUMO: 9.4 eV
* molar mass: 88.062 g mol⁻¹
* energy: -342.3873 hartree
* energy above the lowest of the compared OMol25 structures with the same formula, charge and spin: 43.09 kcal/mol

CARTESIAN COORDINATES (ANGSTROEM)
O1 -1.788 -1.450 0.127
C1 -1.627 -0.266 -0.077
C2 -0.294 0.423 -0.200
O2 -0.240 1.538 -0.673
C3 0.933 -0.311 0.278
O3 2.074 0.473 0.119
H1 -2.627 0.127 -0.342
H2 1.006 -1.257 -0.282
H3 0.779 -0.587 1.334
H4 1.782 1.308 -0.285

=====

The following is a quantum chemistry calculation of a single C2H5NO molecule, from OMol25.

Properties
* net charge: 0
* gap between HOMO and LUMO: 10.3 eV
* molar mass: 59.068 g mol⁻¹
* energy: -209.1096 hartree
* energy above the lowest of the compared OMol25 structures with the same formula, charge and spin: 70.72 kcal/mol

CARTESIAN COORDINATES (ANGSTROEM)
C1 0.021 1.282 0.779
N1 0.385 0.741 -0.450
C2 0.340 -0.572 -0.878
O1 -0.214 -1.502 0.018
H1 -0.052 2.358 0.958
H2 -0.107 0.620 1.593
H3 1.292 -1.150 -1.108
H4 -0.309 -0.263 -1.830
H5 -0.892 -1.021 0.584